Version a
{
  "formula": "C2H8NOS",
  "method": "ωB97M-V/def2-TZVPD",
  "species": ["S", "H", "H", "C", "N", "C", "H", "H", "H", "H", "H", "O", "H"],
  "coordinates": [[0.7804, 0.0450, 0.1812], [-0.3567, 1.2174, 1.9566], [1.7222, -0.1244, -2.0626], [-0.1558, 1.4138, 0.8612], [0.9732, 0.3388, -1.5461], [-0.4175, -1.3200, 0.2351], [-1.0029, -1.3456, 1.1361], [0.3401, 2.4421, 0.8984], [0.1817, -2.1426, -0.2328], [-1.1775, 1.4903, 0.4247], [0.9675, 1.2623, -1.9755], [2.0322, -0.4997, 0.6059], [-1.2455, -1.0237, -0.6230]],
  "nbo_charge": [1.939, 0.308, 0.440, -0.907, -1.046, -0.833, 0.283, 0.313, 0.297, 0.304, 0.430, -0.809, 0.280],
  "gap_ev": 11.99,
  "smiles": "CS(C)(=[NH2+])=O",
  "charge": 1,
  "e_homo_ha": -0.5775
}


Version b
{
  "formula": "C2H8NOS",
  "method": "ωB97M-V/def2-TZVPD",
  "species": ["H", "H", "H", "H", "O", "H", "N", "H", "S", "H", "H", "C", "C"],
  "coordinates": [[1.7276, 0.5116, -1.7172], [1.1393, -1.2517, 1.6315], [-0.7740, 2.0743, 0.8257], [-0.5274, -0.3145, 1.6230], [-0.0430, -0.8848, -1.2931], [-0.8733, -1.4250, -1.2685], [-0.8471, 1.4371, -0.0172], [-0.4004, -2.0137, 0.9083], [1.9902, 0.2804, -0.4557], [-0.2671, 1.7632, -0.7425], [-1.8666, 1.4611, -0.3228], [0.5642, -0.5747, -0.2224], [0.1777, -1.0634, 1.0508]],
  "nbo_charge": [0.157, 0.281, 0.396, 0.331, -0.605, 0.538, -1.096, 0.263, 0.282, 0.368, 0.396, 0.454, -0.765],
  "gap_ev": 9.89,
  "charge": 1,
  "e_homo_ha": -0.5416
}


version b is the most stable structure; the next one sits 40.2 kcal/mol above it.


Version a
{
  "formula": "CH5O2",
  "method": "ωB97M-V/def2-TZVPD",
  "species": ["H", "O", "O", "H", "H", "C", "H", "H"],
  "coordinates": [[1.1810, 1.1048, 1.5832], [0.5074, 0.3305, 1.6376], [0.2100, -0.2093, -0.7940], [0.3306, -0.1398, 0.3334], [0.9907, -0.3855, 2.1178], [-0.9234, -0.2296, -1.2859], [-0.8731, -0.2041, -2.4432], [-1.8276, 0.0322, -0.6246]],
  "nbo_charge": [0.536, -0.898, -0.501, 0.526, 0.529, 0.365, 0.229, 0.215],
  "gap_ev": 11.86,
  "charge": 1,
  "e_homo_ha": -0.6535
}


Version b
{
  "formula": "CH5O2",
  "method": "ωB97M-V/def2-TZVPD",
  "species": ["C", "H", "H", "H", "H", "H", "O", "O"],
  "coordinates": [[-0.9213, 0.7713, 1.1116], [0.1378, -0.1643, -0.3274], [-0.2418, 0.3551, 1.8369], [1.3639, -1.6741, -0.8516], [-1.7755, 1.4769, 1.2053], [1.3288, -0.3942, -1.8072], [0.9020, -0.8646, -1.0764], [-0.7940, 0.4939, -0.0912]],
  "nbo_charge": [0.367, 0.516, 0.195, 0.541, 0.218, 0.541, -0.894, -0.485],
  "gap_ev": 12.33,
  "charge": 1,
  "e_homo_ha": -0.6615
}


version b is the most stable structure; the next one sits 3.8 kcal/mol above it.


Version a
{
  "formula": "CHClS3",
  "method": "ωB97M-V/def2-TZVPD",
  "species": ["H", "C", "Cl", "S", "S", "S"],
  "coordinates": [[-2.6126, 0.6043, 0.7184], [-0.2669, 0.1673, -0.0307], [2.3968, -0.5783, -1.1629], [1.9495, -0.9346, 0.7255], [-1.4258, 0.1629, 1.2757], [-0.0411, 0.5784, -1.5260]],
  "nbo_charge": [0.140, -0.430, -0.109, -0.065, 0.168, 0.296],
  "gap_ev": 7.46,
  "charge": 0,
  "e_homo_ha": -0.3165
}


Version b
{
  "formula": "CHClS3",
  "method": "ωB97M-V/def2-TZVPD",
  "species": ["S", "S", "Cl", "S", "H", "C"],
  "coordinates": [[1.3857, -1.5873, -0.0734], [0.6287, 1.7171, -0.1010], [2.8111, -0.2161, 0.2020], [-1.3520, -0.6323, 0.1303], [-2.7504, -0.1682, 0.0959], [-0.7230, 0.8867, -0.2537]],
  "nbo_charge": [-0.080, 0.286, -0.081, 0.187, 0.121, -0.433],
  "gap_ev": [7.75, 5.13],
  "charge": 0,
  "e_homo_ha": [-0.3305, -0.2846]
}


version a is the most stable structure; the next one sits 26.7 kcal/mol above it.


Version a
{
  "formula": "C8H14",
  "method": "ωB97M-V/def2-TZVPD",
  "species": ["C", "H", "H", "H", "H", "H", "H", "H", "C", "H", "H", "C", "H", "H", "C", "C", "C", "C", "H", "H", "C", "H"],
  "coordinates": [[-1.9906, -1.0135, 2.2720], [-2.1044, -0.8843, 3.3444], [2.7146, 1.3928, -0.7161], [2.6946, -0.2700, -0.1473], [-0.1716, -1.1180, -2.5847], [0.5804, 2.7087, -0.9131], [-1.6328, -2.0421, 2.0752], [-1.5968, -0.4502, -0.5138], [2.5945, 0.3835, -1.0922], [-0.1499, -1.2563, 0.2973], [-0.2330, 0.3428, 2.0968], [-0.0979, 1.9552, -0.5316], [1.5704, -1.6839, -2.7299], [-1.8150, 0.9422, 1.6171], [0.0635, 0.6470, -0.6841], [-1.1528, 0.0600, 1.5786], [0.8745, -0.9612, -2.3125], [1.1786, -0.0030, -1.4394], [-0.8874, 2.4214, 0.0493], [-3.0449, -0.9410, 1.9594], [-0.7415, -0.3375, 0.1789], [3.3474, 0.1074, -1.8045]],
  "nbo_charge": [-0.605, 0.213, 0.225, 0.217, 0.195, 0.195, 0.201, 0.220, -0.638, 0.213, 0.203, -0.400, 0.198, 0.198, 0.000, -0.401, -0.417, -0.007, 0.196, 0.204, -0.435, 0.224],
  "gap_ev": 9.87,
  "smiles": "C=C(C)C(=C)CCC",
  "charge": 0,
  "e_homo_ha": -0.3249
}


Version b
{
  "formula": "C8H14",
  "method": "ωB97M-V/def2-TZVPD",
  "species": ["H", "C", "H", "H", "H", "H", "H", "H", "H", "C", "C", "H", "C", "C", "C", "C", "H", "H", "H", "C", "H", "H"],
  "coordinates": [[2.1351, -0.0527, 0.4958], [-1.6676, -2.0765, -0.6377], [1.2783, -1.3237, 1.9854], [-1.5046, 0.9448, -1.5687], [0.3346, 2.2109, -0.6469], [1.5351, 0.0032, -1.2202], [-0.1201, -2.5018, 1.4929], [-2.7078, -2.0013, -0.9337], [-1.2820, -2.9251, -0.0905], [0.4458, -1.5916, 1.3440], [-1.1090, -0.0294, -1.8941], [-0.6428, 1.4044, 1.6939], [-0.8526, -1.0089, -0.7712], [1.3063, 0.1881, -0.1682], [0.3024, -0.9037, 0.1973], [0.3525, 1.8211, 1.5363], [-0.1539, 0.1723, -2.3789], [1.8454, 2.2081, 0.0843], [-1.8213, -0.4415, -2.6034], [0.8829, 1.6488, 0.1020], [0.3442, 2.8838, 1.7755], [1.0992, 1.3709, 2.2061]],
  "nbo_charge": [0.209, -0.374, 0.197, 0.216, 0.207, 0.212, 0.200, 0.197, 0.190, -0.401, -0.643, 0.211, -0.027, -0.437, 0.003, -0.609, 0.218, 0.200, 0.224, -0.402, 0.208, 0.201],
  "gap_ev": 9.18,
  "smiles": "C=C(C)C(=C)CCC",
  "charge": 0,
  "e_homo_ha": -0.3076
}


version a is the most stable structure; the next one sits 1.7 kcal/mol above it.


Version a
{
  "formula": "C4H8N2O2",
  "method": "ωB97M-V/def2-TZVPD",
  "species": ["H", "H", "H", "H", "H", "C", "H", "C", "N", "O", "C", "H", "N", "C", "O", "H"],
  "coordinates": [[0.7024, 0.5371, 1.9772], [0.8597, -2.6352, -0.1132], [2.2394, -2.5557, -1.1997], [-1.0271, 0.8352, 2.2463], [1.1863, 1.4075, -0.7973], [-0.3657, 1.0177, -0.4260], [-0.6061, -1.8416, 1.4437], [-0.0546, -0.3462, -0.1536], [-0.3197, 0.0541, 2.2115], [-1.5070, 1.3933, -0.1664], [-0.8100, -0.8078, 1.1108], [1.5883, -0.4257, -1.6396], [1.4066, -2.0758, -0.8241], [0.8929, -0.9023, -0.9390], [0.4358, 1.8216, -1.1126], [-1.9574, -0.6580, 1.0485]],
  "nbo_charge": [0.347, 0.382, 0.421, 0.377, 0.465, 0.729, 0.183, -0.314, -0.837, -0.616, -0.241, 0.200, -0.776, 0.073, -0.634, 0.241],
  "gap_ev": 8.85,
  "smiles": "N/C=C(\\CN)C(=O)O",
  "charge": 0,
  "e_homo_ha": -0.3105
}


Version b
{
  "formula": "C4H8N2O2",
  "method": "ωB97M-V/def2-TZVPD",
  "species": ["H", "H", "H", "H", "O", "H", "N", "C", "N", "C", "O", "H", "H", "C", "C", "H"],
  "coordinates": [[0.7500, 1.9631, 0.6545], [2.8848, -0.3237, -0.8525], [-2.3719, -1.8204, -0.4257], [0.5036, 1.7491, -0.9558], [-1.4868, 1.3038, 0.3351], [2.2157, -1.5987, 0.2030], [1.0360, 0.0828, 0.0218], [-2.4896, -0.7729, -0.2273], [1.0872, 1.4716, -0.1709], [-0.0715, -0.6905, 0.0970], [0.0034, -1.9053, 0.1888], [-3.4842, -0.3593, -0.2541], [-2.4136, 1.5749, 0.3488], [2.3473, -0.5275, 0.0738], [-1.4209, -0.0335, 0.0529], [2.9105, -0.1135, 0.9107]],
  "nbo_charge": [0.363, 0.200, 0.240, 0.361, -0.694, 0.240, -0.270, -0.449, -0.641, 0.600, -0.619, 0.192, 0.486, -0.414, 0.207, 0.197],
  "gap_ev": 9.89,
  "smiles": "C=C(O)C(=O)N(C)N",
  "charge": 0,
  "e_homo_ha": -0.3428
}


Version c
{
  "formula": "C4H8N2O2",
  "method": "ωB97M-V/def2-TZVPD",
  "species": ["O", "H", "C", "O", "H", "H", "C", "H", "H", "N", "C", "H", "H", "N", "H", "C"],
  "coordinates": [[0.6507, 0.5448, -0.8382], [0.6778, 1.3976, 0.9441], [-1.5466, 0.1515, -1.4247], [-0.8903, -1.5822, -0.1407], [-2.1178, 0.6856, -2.4432], [1.7403, -1.4082, 0.4098], [1.3900, 0.7732, 0.4762], [-0.5398, -1.5849, 1.8350], [1.4888, -1.0640, 2.1107], [-0.6567, 1.1337, -0.9469], [1.1753, -0.5879, 0.8956], [2.2184, 1.3819, 0.0521], [-0.5557, 1.8166, -1.8092], [-1.8487, -0.9585, -1.0133], [-0.7843, 0.1898, 0.9407], [-0.4015, -0.8892, 0.9519]],
  "nbo_charge": [-0.436, 0.192, 0.222, -0.401, 0.176, 0.243, -0.118, 0.197, 0.178, -0.378, -0.426, 0.231, 0.367, -0.151, 0.196, -0.092],
  "gap_ev": 9.79,
  "charge": 0,
  "e_homo_ha": -0.3373
}


Version d
{
  "formula": "C4H8N2O2",
  "method": "ωB97M-V/def2-TZVPD",
  "species": ["H", "H", "H", "O", "C", "H", "O", "C", "H", "C", "H", "N", "H", "N", "H", "C"],
  "coordinates": [[2.3058, -2.2081, -0.5479], [-1.1969, 0.8539, 1.7065], [-0.4489, -0.8312, 1.3754], [-2.5362, -1.2756, 0.3342], [0.1962, 0.7543, 0.1036], [0.6972, -2.2095, 0.1627], [-2.5884, 0.8880, -0.1975], [-0.8129, 0.1790, 0.9765], [0.9421, -1.6387, -1.4805], [0.1626, 1.9994, -0.3775], [0.8036, 2.4309, -1.1830], [-2.1011, -0.1364, 0.2453], [2.2661, 0.2599, -0.4754], [1.4604, -0.2127, -0.0781], [-0.5190, 2.7493, -0.0642], [1.3694, -1.6026, -0.5003]],
  "nbo_charge": [0.216, 0.247, 0.242, -0.364, 0.147, 0.192, -0.371, -0.349, 0.177, -0.412, 0.212, 0.542, 0.378, -0.650, 0.215, -0.421],
  "gap_ev": 8.99,
  "smiles": "C=C(C[N+](=O)[O-])NC",
  "charge": 0,
  "e_homo_ha": -0.3236
}


version b is the most stable structure; the next one sits 16.0 kcal/mol above it.


Version a
{
  "formula": "C4H8N2O2",
  "method": "ωB97M-V/def2-TZVPD",
  "species": ["N", "H", "C", "H", "H", "H", "O", "H", "N", "H", "O", "C", "H", "H", "C", "C"],
  "coordinates": [[2.5968, -0.5998, -0.0250], [-1.0647, -0.7966, -1.5542], [-0.8692, -0.2158, -0.7388], [1.0474, -2.0310, -0.1785], [3.2556, 1.6163, -0.2280], [-2.3622, 1.4993, -0.6420], [-3.1831, -0.4544, 0.1480], [1.6070, 1.2638, 0.9708], [2.6198, 0.6987, 0.4027], [-1.7387, 0.9541, 0.9988], [0.1163, 0.8839, -0.5302], [-2.1779, 0.5994, 0.0498], [-3.8722, -0.2105, 2.1108], [0.0024, -0.2227, 1.3014], [0.1542, -0.3726, 0.2996], [1.4169, -1.0444, -0.0049]],
  "nbo_charge": [-0.172, 0.208, 0.078, 0.182, 0.405, 0.177, -0.529, 0.357, -0.692, 0.182, -0.510, -0.088, 0.257, 0.195, -0.025, -0.025],
  "gap_ev": 5.60,
  "charge": 0,
  "e_homo_ha": -0.3141
}


Version b
{
  "formula": "C4H8N2O2",
  "method": "ωB97M-V/def2-TZVPD",
  "species": ["H", "C", "H", "H", "N", "N", "H", "H", "O", "H", "C", "H", "O", "C", "H", "C"],
  "coordinates": [[-0.3269, 0.6934, 1.1881], [1.2344, -0.2584, -0.2343], [-1.3574, -1.3092, -1.0514], [-2.6571, -0.2293, -0.7730], [2.1784, -0.2725, 0.6863], [-0.3222, 1.6032, 0.5602], [-2.5418, -0.4699, 1.4728], [-1.2062, 1.5487, -1.2047], [0.7198, -1.2746, -0.9283], [1.0011, 1.6586, -1.2150], [0.6160, 1.0524, -0.4954], [2.5341, -1.1615, 1.4540], [-1.6225, -0.8903, 0.9931], [-1.5291, -0.4762, -0.4377], [2.0335, 0.5657, 1.2063], [-0.8631, 0.8000, -0.5527]],
  "nbo_charge": [0.359, 0.623, 0.246, 0.155, -0.779, -0.536, 0.483, 0.203, -0.642, 0.222, -0.218, 0.428, -0.756, -0.069, 0.391, -0.111],
  "gap_ev": 9.91,
  "smiles": "NC(=O)[C@@H]1N[C@@H]1CO",
  "charge": 0,
  "e_homo_ha": -0.3427
}


version b is the most stable structure; the next one sits 185.2 kcal/mol above it.